[1]
Here is a structure of composition C36H32Cl2GaN11O3 from the Open Molecules 2025 dataset. Energies are from wB97M-V/def2-TZVPD.

Structure (ORCA input):
```
! RIJCOSX wB97M-V def2-TZVPD def2/J DEFGRID3
* xyz 2 1
Ga 1.029 0.598 -0.187
Cl 1.995 1.020 4.519
C 3.148 0.891 3.246
C 4.526 0.913 3.540
C 5.456 0.846 2.544
Cl 7.135 0.897 2.933
C 5.051 0.744 1.191
C 5.920 0.673 0.080
C 5.404 0.588 -1.186
C 4.015 0.546 -1.361
N 3.178 0.593 -0.346
C 3.669 0.709 0.921
C 2.698 0.784 1.953
O 1.405 0.769 1.625
H 4.843 0.985 4.572
H 6.990 0.686 0.244
H 6.053 0.548 -2.050
H 3.579 0.461 -2.351
C -1.535 0.620 -5.834
O -1.946 0.646 -4.462
C -1.849 1.825 -3.802
C -1.194 2.954 -4.269
C -1.222 4.120 -3.517
C -1.897 4.167 -2.304
C -2.526 3.034 -1.822
C -2.494 1.866 -2.566
N -3.276 0.722 -2.236
C -3.663 0.247 -1.087
C -3.188 0.501 0.226
C -4.164 0.382 1.248
C -3.874 0.668 2.551
C -2.566 1.055 2.879
C -1.572 1.096 1.926
C -1.831 0.773 0.581
O -0.878 0.628 -0.307
H -1.841 -0.344 -6.224
H -0.452 0.718 -5.917
H -2.022 1.413 -6.401
H -0.684 2.941 -5.223
H -0.724 5.005 -3.893
H -1.953 5.092 -1.744
H -3.089 3.067 -0.897
H -3.655 0.269 -3.060
H -4.512 -0.428 -1.167
H -5.177 0.107 0.970
H -4.636 0.595 3.316
H -2.325 1.292 3.907
H -0.550 1.308 2.207
N 1.288 6.393 1.421
C 1.275 5.081 1.212
N 1.257 4.243 2.256
N 1.284 4.660 -0.041
C 1.226 3.475 -0.491
N 1.172 2.403 -0.950
H 1.280 6.788 2.344
H 1.323 7.014 0.632
H 1.304 4.579 3.203
H 1.317 3.248 2.109
C -0.983 -1.903 -1.956
C 0.183 -2.229 -1.092
N 1.089 -1.377 -0.619
C 2.053 -2.133 0.048
C 1.708 -3.434 -0.020
N 0.534 -3.477 -0.747
C -0.215 -4.705 -1.014
N -0.477 -5.385 0.205
N -0.026 -6.670 0.368
N -0.454 -7.108 1.481
C -1.218 -6.124 2.095
C -1.895 -6.126 3.315
C -2.570 -4.976 3.663
C -2.574 -3.844 2.827
C -1.911 -3.830 1.617
C -1.243 -5.005 1.269
H -0.961 -0.850 -2.202
H -1.924 -2.125 -1.448
H -0.946 -2.483 -2.878
H 2.903 -1.696 0.538
H 2.181 -4.323 0.368
H 0.369 -5.378 -1.634
H -1.136 -4.445 -1.529
H -1.881 -7.002 3.952
H -3.108 -4.936 4.601
H -3.110 -2.959 3.146
H -1.910 -2.949 0.984
*
```

***

[2]
Here is a cluster of 8 separate species, C28H36Cl14O2 in total in a non-equilibrium geometry from the Open Molecules 2025 dataset. Energies are from wB97M-V/def2-TZVPD.

Structure (ORCA input):
```
! RIJCOSX wB97M-V def2-TZVPD def2/J DEFGRID3
* xyz 0 1
O -2.004 -3.537 -0.648
C -1.211 -2.860 -1.348
C -0.661 -1.561 -0.999
C -1.190 -0.858 0.094
C -0.629 0.368 0.461
C 0.489 0.910 -0.158
C 1.073 0.227 -1.225
C 0.440 -0.945 -1.715
C 1.071 -1.546 -2.988
O 2.010 -1.058 -3.590
C 0.395 -2.774 -3.401
C 0.793 -3.449 -4.561
C 0.114 -4.594 -5.082
C -0.889 -5.091 -4.344
C -1.388 -4.384 -3.264
C -0.702 -3.316 -2.703
H -1.986 -1.216 0.730
H -1.140 0.926 1.231
H 0.942 1.829 0.184
H 1.993 0.531 -1.703
H 1.612 -3.146 -5.198
H 0.613 -5.107 -5.890
H -1.473 -5.961 -4.606
H -2.343 -4.588 -2.802
Cl 2.057 6.379 -2.043
C 2.990 6.742 -3.484
C 4.524 6.815 -3.308
Cl 5.063 8.311 -2.509
H 2.433 7.629 -3.786
H 2.678 6.053 -4.269
H 4.995 6.911 -4.286
H 5.001 5.993 -2.775
Cl 9.379 1.253 -4.476
C 8.287 -0.056 -4.919
C 7.709 0.121 -6.291
Cl 7.015 -1.420 -6.878
H 7.443 -0.010 -4.230
H 8.790 -1.020 -4.846
H 8.352 0.348 -7.140
H 6.944 0.897 -6.315
Cl -9.079 -2.047 2.878
C -7.908 -2.607 4.139
C -6.657 -3.330 3.491
Cl -7.178 -4.728 2.500
H -8.434 -3.371 4.711
H -7.586 -1.843 4.846
H -5.950 -3.680 4.243
H -6.111 -2.707 2.783
Cl -5.677 3.624 3.803
C -6.360 4.559 2.458
C -5.566 5.853 2.202
Cl -6.585 7.016 1.487
H -7.359 4.888 2.742
H -6.531 3.960 1.563
H -4.764 5.647 1.493
H -5.243 6.354 3.114
Cl 1.744 2.597 6.235
C 1.849 0.857 6.252
C 0.910 0.088 7.244
Cl -0.764 -0.074 6.673
H 2.892 0.590 6.420
H 1.644 0.494 5.245
H 0.841 0.636 8.184
H 1.378 -0.887 7.378
Cl -4.985 -9.538 -2.511
C -4.703 -9.402 -0.761
C -5.802 -10.199 0.075
Cl -5.709 -11.922 -0.042
H -4.554 -8.353 -0.507
H -3.884 -10.080 -0.520
H -6.855 -9.922 0.024
H -5.514 -10.093 1.121
Cl 6.861 5.221 1.915
C 5.761 6.468 2.615
C 6.332 7.153 3.841
Cl 6.449 6.017 5.287
H 4.755 6.093 2.803
H 5.680 7.255 1.865
H 5.762 8.053 4.070
H 7.314 7.611 3.719
*
```

## Properties
Energy relative to the best compared isomer or geometry (same formula, charge and spin) in kcal per mole: 43.5
SMILES: O=C1c2ccccc2C(=O)c2ccccc21.ClCCCl.ClCCCl.ClCCCl.ClCCCl.ClCCCl.ClCCCl.ClCCCl

***

[3]
Here is a structure of composition C39H42N5O2PPtSe2 in a non-equilibrium geometry from the Open Molecules 2025 dataset. Energies are from wB97M-V/def2-TZVPD.

Structure (ORCA input):
```
! RIJCOSX wB97M-V def2-TZVPD def2/J DEFGRID3
* xyz 0 1
Pt -0.428 -1.649 0.179
Se -1.305 -3.249 1.867
C -0.912 -2.234 3.357
N -0.707 -1.600 4.303
C 2.091 4.309 0.002
C 3.257 3.624 -0.719
C 3.998 2.587 0.128
C 3.250 1.272 0.348
N 2.191 1.370 1.355
C 0.862 1.234 1.136
Se 0.055 0.957 -0.525
N 0.236 1.355 2.319
C -1.214 1.231 2.536
C -2.015 2.471 2.163
C -1.824 3.690 3.073
C -0.551 4.493 2.792
C 1.183 1.486 3.334
C 1.046 1.621 4.706
C 2.211 1.741 5.444
C 3.471 1.718 4.829
C 3.599 1.595 3.456
C 2.422 1.496 2.724
H 1.787 5.217 -0.524
H 2.371 4.591 1.022
H 1.213 3.663 0.059
H 3.978 4.384 -1.027
H 2.891 3.143 -1.631
H 4.246 3.034 1.096
H 4.943 2.330 -0.358
H 3.940 0.491 0.674
H 2.774 0.942 -0.573
H -1.351 0.971 3.580
H -1.546 0.390 1.940
H -3.065 2.165 2.187
H -1.788 2.746 1.130
H -1.843 3.369 4.121
H -2.682 4.352 2.934
H 0.357 3.939 3.040
H -0.536 5.416 3.377
H -0.497 4.766 1.733
H 0.074 1.611 5.184
H 2.146 1.848 6.519
H 4.362 1.789 5.441
H 4.570 1.570 2.978
C 4.860 -1.993 -2.660
N 3.951 -2.014 -1.518
C 4.416 -2.073 -0.235
C 3.595 -2.041 0.832
C 2.198 -1.898 0.541
O 1.301 -1.655 1.437
N 1.753 -1.981 -0.702
C 2.565 -2.045 -1.788
O 2.187 -2.114 -2.951
H 5.880 -2.094 -2.295
H 4.757 -1.062 -3.212
H 4.627 -2.807 -3.341
H 5.491 -2.134 -0.131
H 3.954 -2.093 1.849
C -6.367 -1.382 0.098
C -6.091 -1.520 -1.259
C -4.779 -1.611 -1.694
C -3.729 -1.567 -0.774
C -4.008 -1.401 0.578
C -5.328 -1.311 1.013
P -2.012 -1.759 -1.332
C -1.987 -3.374 -2.177
C -2.499 -3.518 -3.468
C -2.533 -4.765 -4.074
C -2.054 -5.880 -3.398
C -1.525 -5.742 -2.124
C -1.487 -4.493 -1.516
C -1.806 -0.539 -2.652
C -0.821 -0.740 -3.619
C -0.598 0.231 -4.587
C -1.340 1.405 -4.581
C -2.298 1.621 -3.598
C -2.528 0.654 -2.629
H -7.394 -1.331 0.438
H -6.900 -1.562 -1.978
H -4.574 -1.712 -2.753
H -3.194 -1.351 1.285
H -5.538 -1.195 2.070
H -2.855 -2.652 -4.013
H -2.932 -4.865 -5.075
H -2.086 -6.854 -3.871
H -1.136 -6.605 -1.598
H -1.051 -4.387 -0.533
H -0.203 -1.633 -3.597
H 0.164 0.069 -5.340
H -1.165 2.160 -5.339
H -2.866 2.542 -3.583
H -3.271 0.825 -1.860
*
```

## Properties
Energy relative to the best compared isomer or geometry (same formula, charge and spin) in kcal per mole: 0.0

***

[4]
Here is a cluster of 14 separate species, C38H54Cl26F5IN2O3 in total in a non-equilibrium geometry from the Open Molecules 2025 dataset. Energies are from wB97M-V/def2-TZVPD.

Structure (ORCA input):
```
! RIJCOSX wB97M-V def2-TZVPD def2/J DEFGRID3
* xyz 0 1
C -0.509 2.722 -3.301
C -0.858 2.310 -2.215
C -1.488 1.731 -0.888
C -1.660 0.193 -1.058
C -1.485 -0.843 0.112
C -0.410 -0.618 1.268
C 0.762 0.428 1.096
C 1.517 0.626 -0.240
O 1.344 0.283 -1.362
I 3.324 1.911 -0.016
C 0.300 -2.045 1.601
C 0.690 -3.111 0.497
C 1.674 -2.679 -0.670
C 2.336 -4.033 -1.276
O 3.553 -3.778 -1.999
C 1.377 -2.263 2.747
C 2.898 -2.212 2.368
C 3.660 -3.413 1.832
C 5.104 -3.396 1.493
C 5.917 -2.157 1.658
C 5.234 -0.959 2.216
C 3.790 -0.995 2.553
C -1.017 -2.696 2.323
O -1.555 -3.754 2.133
N -1.262 -1.626 3.282
C -1.111 -0.223 2.712
C -0.283 0.484 3.856
C -0.383 2.077 3.918
N -0.501 2.678 5.048
C -2.653 0.173 2.843
F -2.921 0.497 4.201
F -3.537 -0.923 2.698
C -3.284 1.348 2.016
F -3.918 0.971 0.829
F -4.379 1.819 2.782
F -2.527 2.475 1.812
H -0.552 3.311 -4.251
H -2.512 2.220 -0.838
H -0.897 2.158 -0.045
H -2.719 0.038 -1.462
H -1.036 -0.138 -1.950
H -2.534 -1.046 0.516
H -1.336 -1.810 -0.464
H 0.372 1.460 1.386
H 1.593 0.259 1.853
H -0.236 -3.583 -0.012
H 1.171 -3.999 1.022
H 2.518 -1.995 -0.357
H 1.064 -2.253 -1.523
H 2.559 -4.794 -0.457
H 1.567 -4.546 -1.937
H 4.272 -3.878 -1.346
H 1.260 -1.695 3.706
H 1.225 -3.350 3.073
H 3.116 -4.392 1.670
H 5.569 -4.334 1.074
H 6.999 -2.110 1.381
H 5.785 0.008 2.389
H 3.319 -0.055 2.969
H -0.874 -1.777 4.209
H 0.831 0.315 3.844
H -0.583 0.177 4.911
H -0.317 2.726 2.996
H -0.536 3.699 4.889
C -6.462 3.053 -0.686
Cl -4.921 3.075 -1.553
Cl -7.707 2.207 -1.611
H -6.323 2.546 0.266
H -6.784 4.078 -0.516
C -0.453 -7.409 -1.954
Cl 1.233 -7.946 -1.948
Cl -0.672 -5.972 -0.946
H -0.744 -7.171 -2.975
H -1.079 -8.206 -1.570
C -3.630 5.883 0.302
Cl -3.914 6.309 -1.389
Cl -1.936 6.118 0.755
H -4.254 6.512 0.934
H -3.891 4.837 0.449
C 4.290 5.713 0.895
Cl 4.740 7.030 -0.195
Cl 5.608 4.548 1.078
H 4.052 6.131 1.870
H 3.419 5.201 0.490
C -0.023 7.029 -2.220
Cl 1.626 7.326 -1.657
Cl -0.160 5.439 -2.981
H -0.699 7.074 -1.371
H -0.291 7.793 -2.947
C -4.051 -4.356 -1.043
Cl -4.877 -5.510 -2.102
Cl -2.702 -3.577 -1.866
H -4.761 -3.596 -0.727
H -3.668 -4.886 -0.175
C -7.198 -6.163 0.975
Cl -5.538 -5.814 1.479
Cl -7.324 -7.766 0.247
H -7.847 -6.119 1.847
H -7.508 -5.418 0.246
C -3.803 -6.290 4.471
Cl -4.318 -7.274 5.846
Cl -3.054 -4.777 5.007
H -3.080 -6.853 3.884
H -4.672 -6.055 3.862
C 4.642 -3.134 5.906
Cl 4.384 -2.797 4.181
Cl 6.323 -2.833 6.381
H 3.990 -2.490 6.492
H 4.403 -4.177 6.102
C 2.181 9.711 -4.811
Cl 1.089 10.075 -3.469
Cl 1.846 8.116 -5.492
H 2.050 10.461 -5.585
H 3.206 9.731 -4.447
C -1.562 -10.777 -3.883
Cl -2.570 -9.392 -4.320
Cl -0.750 -10.516 -2.335
H -2.191 -11.661 -3.807
H -0.810 -10.923 -4.655
C 1.782 8.657 -9.115
Cl 1.168 9.235 -10.668
Cl 2.163 10.002 -8.034
H 1.025 8.033 -8.646
H 2.685 8.076 -9.286
C 6.275 7.713 -3.286
Cl 7.810 7.761 -4.163
Cl 5.052 6.810 -4.187
H 6.433 7.231 -2.325
H 5.923 8.731 -3.135
*
```

***

[5]
Here is a cluster of 2 separate species, C3H9S in total from the Open Molecules 2025 dataset. Energies are from wB97M-V/def2-TZVPD.

Structure (ORCA input):
```
! RIJCOSX wB97M-V def2-TZVPD def2/J DEFGRID3
* xyz -1 1
S 3.229 -0.924 -0.173
H 2.688 -2.154 -0.239
C 0.097 0.919 0.941
C -0.318 0.569 -0.470
C -1.314 -0.592 -0.501
H -0.775 1.140 1.559
H 0.723 1.809 1.011
H 0.569 0.069 1.438
H 0.546 0.338 -1.088
H -0.781 1.440 -0.946
H -0.789 -1.516 -0.254
H -2.123 -0.398 0.213
H -1.752 -0.700 -1.491
*
```

## Properties
Energy relative to the best compared isomer or geometry (same formula, charge and spin) in kcal per mole: 0.9

***

[6]
Here is a cluster of 2 separate species, CH6N2S in total from the Open Molecules 2025 dataset. Energies are from wB97M-V/def2-TZVPD.

Structure (ORCA input):
```
! RIJCOSX wB97M-V def2-TZVPD def2/J DEFGRID3
* xyz 0 1
H -4.664 0.289 -0.258
N -3.689 0.468 -0.048
C -2.908 -0.355 -0.605
N -1.533 -0.198 -0.538
H -3.221 -1.214 -1.203
H -1.030 -0.384 -1.393
H -1.296 0.724 -0.183
S 6.658 0.449 1.295
H 5.431 0.750 0.858
H 6.252 -0.529 2.074
*
```

## Properties
Energy relative to the best compared isomer or geometry (same formula, charge and spin) in kcal per mole: 5.4
SMILES: [H]/N=C/N.S

***

[7]
Here is the molecule C12H16N2O3 in a non-equilibrium geometry from the Open Molecules 2025 dataset. Energies are from wB97M-V/def2-TZVPD.

Structure (ORCA input):
```
! RIJCOSX wB97M-V def2-TZVPD def2/J DEFGRID3
* xyz 0 1
C 2.058 0.823 -3.682
C 1.421 1.065 -2.412
N 2.153 1.191 -1.074
C 0.254 0.057 -2.093
O -0.315 -0.429 -3.147
N -0.014 -0.362 -0.861
C -1.115 -1.309 -0.616
C -1.263 -1.862 0.875
C -0.981 -0.737 1.997
C -1.782 0.035 2.874
C -1.227 0.781 3.878
C 0.224 0.689 3.994
C 1.057 0.005 3.108
C 0.448 -0.683 2.007
C -2.511 -0.512 -0.752
O -3.386 -0.467 0.054
O -2.600 0.454 -1.773
H 2.569 1.796 -4.054
H 3.103 0.091 -3.336
H 1.224 0.246 -4.314
H 0.708 2.027 -2.403
H 2.985 1.938 -1.470
H 2.883 0.509 -1.060
H 0.364 0.042 -0.035
H -1.010 -2.141 -1.260
H -0.359 -2.551 0.959
H -2.152 -2.361 1.069
H -2.930 0.303 2.627
H -1.789 1.680 4.131
H 0.757 1.120 4.954
H 2.208 -0.020 3.075
H 1.012 -1.268 1.139
H -1.993 -0.148 -2.398
*
```

## Properties
Energy relative to the best compared isomer or geometry (same formula, charge and spin) in kcal per mole: 130.0
SMILES: C[C@H](N)C(=O)N[C@@H](Cc1ccccc1)C(=O)O

***

Lowest unoccupied orbital energy / hartree: -0.212, -0.048, -0.006, -0.001, 0.149, 0.035, 0.020
Gap between HOMO and LUMO / eV: 7.2, 8.4, 7.0, 8.6, 6.5, 10.5, 9.7